Formula: C3H7NOS2
Source: the Open Molecules 2025 dataset
Level of theory: the ωB97M-V functional and the def2-TZVPD basis

Structure (ORCA input):
```
! RIJCOSX wB97M-V def2-TZVPD def2/J DEFGRID3
* xyz 0 1
S 0.078 1.892 -1.212
S 2.374 -1.749 -0.872
O -1.077 -0.518 1.161
N -1.151 1.803 0.127
C 0.432 -0.511 0.912
C 0.580 -1.334 -0.274
C -1.679 0.807 0.890
H 0.598 0.657 0.574
H 0.950 -0.901 1.775
H -2.573 0.996 1.393
H 1.848 -1.664 -2.354
H 0.063 -0.708 -1.037
H 0.126 -2.434 -0.004
H -0.569 3.665 -1.078
*
```

Calculated values
Gap between HOMO and LUMO   8.04 eV
E   -28426.3693 eV
Largest force on an atom   7.44 eV/A